110
Properties=species:S:1:pos:R:3:forces:R:3:lowdin_charge:R:1 method="wB97M-V/def2-TZVPD" e_lumo_ha="-0.1441 / -0.3271" multiplicity=2 s2=0.754 max_force_ev_per_a=6.915 total_charge=+1 homo_lumo_gap_ev="7.0 / 2.0"
Mg 0.770956 2.626137 2.949684 0.409 0.235 -1.861 0.753
P 0.556866 0.422277 0.265654 1.885 -1.075 -3.961 0.217
F 2.230496 0.568137 0.400954 -0.316 -0.454 -0.267 -0.212
F 0.541936 1.047097 1.715854 -0.203 1.887 2.450 -0.195
F 0.606626 1.830727 -0.605216 -0.206 -1.011 1.560 -0.153
F -1.022704 0.467267 0.264594 -0.042 -0.276 -0.385 -0.099
F 0.756276 -0.407123 -1.123116 -0.431 0.760 0.350 -0.153
F 0.602056 -1.007843 0.992684 -0.060 -0.218 0.361 -0.133
P 0.937456 6.380677 -0.964596 -0.094 2.602 -1.318 0.153
F 1.195586 7.943077 -1.049576 1.331 1.672 -0.078 -0.163
F 2.438476 6.230697 -0.380956 0.875 -1.634 0.420 -0.182
F 0.484626 6.597387 0.531654 -1.143 -0.985 1.708 -0.156
F 0.547496 4.764117 -0.901356 0.430 1.382 -0.212 -0.192
F -0.566774 6.883487 -1.461886 -0.032 -2.593 -0.416 -0.191
F 1.605646 6.228817 -2.435726 -1.226 -0.861 0.066 -0.160
C 2.941476 -0.676983 -4.055516 -0.534 0.281 0.206 -0.067
C 2.301606 -1.947573 -4.363046 -0.959 -2.821 -0.356 -0.280
N 1.794806 -2.974643 -4.609406 1.157 2.572 0.595 0.153
H 3.011156 -0.497323 -2.982686 0.031 -0.406 0.125 0.054
H 2.239246 0.088377 -4.385966 0.389 0.283 -0.380 0.072
H 3.931756 -0.602613 -4.504866 -0.242 0.085 -0.186 0.079
C 2.586426 -2.823023 -0.356226 -1.604 0.815 0.768 -0.079
C 3.589066 -3.145213 -1.311086 3.805 -0.922 -3.279 -0.244
N 4.443776 -3.292063 -2.122616 -2.909 0.682 2.979 0.140
H 1.664356 -2.546783 -0.867666 0.101 0.010 -0.280 0.050
H 2.851946 -1.913643 0.182864 0.186 -0.026 0.070 0.062
H 2.242026 -3.554283 0.375044 0.667 -0.422 -0.219 0.101
C 4.030966 3.411507 -0.156456 0.048 0.300 -0.264 -0.004
C 3.097806 3.259687 0.955434 -0.141 -0.069 1.073 -0.122
N 2.444126 3.065367 1.887874 1.187 0.448 -0.951 0.144
H 5.000576 2.960797 0.055224 -0.304 -0.350 0.372 0.068
H 4.296986 4.445387 -0.376506 -0.698 0.280 0.183 0.103
H 3.588966 2.970617 -1.049966 -0.086 0.013 0.058 0.108
C -2.416904 4.364867 0.228264 -0.455 -0.331 -0.155 0.010
C -1.299244 4.042517 1.090514 2.147 -0.333 1.053 -0.131
N -0.346124 3.712137 1.677904 -2.845 1.094 -0.920 0.134
H -2.007264 4.586707 -0.757166 -0.015 0.063 -0.069 0.102
H -3.107924 5.148007 0.540164 0.683 0.362 0.341 0.109
H -3.064614 3.488777 0.196014 0.213 -0.335 -0.271 0.081
C -2.518244 1.620237 5.918974 0.367 0.183 -1.005 0.010
C -1.557904 1.752507 4.775464 2.443 0.384 -2.958 -0.058
N -0.794334 1.918627 3.870274 -4.028 -1.029 5.525 0.130
H -2.766114 2.641077 6.209734 0.094 -0.037 0.250 0.102
H -2.108294 1.033217 6.740834 0.286 0.190 -0.123 0.102
H -3.446934 1.136787 5.615814 0.131 -0.050 -0.351 0.097
C -0.958744 -1.879903 3.651304 0.606 -0.231 -0.594 -0.177
C 0.058186 -2.583523 4.543614 -0.928 -0.666 0.634 -0.145
C -0.744934 -2.641323 5.886864 0.893 0.385 -1.292 -0.189
O -2.117474 -2.749003 5.527044 0.307 -0.503 0.202 -0.130
C -2.326344 -2.205013 4.214164 0.213 0.281 1.035 -0.190
H -0.916944 -2.283343 2.639574 0.272 0.642 -0.150 0.102
H -0.724234 -0.816793 3.705154 -0.341 0.067 -0.507 0.078
H 1.014416 -2.072433 4.655414 -0.107 0.119 -0.052 0.105
H 0.256766 -3.570163 4.125044 0.024 -0.178 0.341 0.111
H -0.563774 -1.683753 6.375084 -0.080 0.259 0.385 0.099
H -0.371794 -3.425613 6.545454 -0.627 -0.181 -0.011 0.121
H -2.897484 -1.283673 4.328374 -0.364 0.101 -0.089 0.095
H -2.912384 -2.903003 3.616294 0.144 -0.100 0.083 0.115
C -2.273904 -3.602993 -0.808936 -0.944 1.387 -0.707 -0.152
C -2.721864 -4.084083 -2.240476 0.066 1.612 1.145 -0.137
C -1.799704 -5.253463 -2.487986 -0.010 0.732 1.048 -0.142
O -0.738854 -5.109353 -1.486916 0.926 -2.808 -1.072 -0.124
C -0.811854 -3.976683 -0.738266 -1.925 1.329 0.105 -0.271
H -2.954474 -3.977613 -0.044356 0.419 -0.656 0.158 0.109
H -2.334764 -2.525353 -0.657056 -0.350 0.172 -0.362 0.076
H -2.554524 -3.276093 -2.952686 0.119 0.014 -0.045 0.086
H -3.796124 -4.268603 -2.245166 0.138 -0.401 -0.103 0.111
H -1.365884 -5.197733 -3.486386 0.076 -0.431 0.131 0.121
H -2.374214 -6.157223 -2.284866 0.598 -0.378 -0.203 0.119
H -0.228244 -3.173233 -1.187696 0.202 0.273 -0.070 0.094
H -0.569164 -4.024233 0.323304 0.644 -0.833 0.019 0.118
C 6.079456 -0.175793 -2.402476 1.528 0.295 0.007 -0.116
C 5.413656 0.466527 -1.230256 -1.679 1.465 0.249 -0.164
C 6.151126 0.124567 0.025804 0.026 -1.049 -0.540 -0.074
O 7.275536 -0.616963 -0.448066 0.669 -0.167 0.846 0.160
C 7.488866 -0.273583 -1.808036 -0.424 -1.505 -1.167 -0.074
H 6.164406 0.491647 -3.260036 -0.388 -0.133 -0.059 0.142
H 5.693606 -1.153933 -2.689666 0.072 -0.017 0.120 0.096
H 4.364426 0.181037 -1.154596 -0.090 0.487 0.117 0.117
H 5.571476 1.541067 -1.322666 -0.764 0.050 -0.349 0.108
H 5.613136 -0.390333 0.821764 0.158 -0.688 -0.106 0.168
H 6.593696 0.958847 0.570054 0.415 0.438 0.108 0.171
H 8.102376 -0.994283 -2.348676 0.367 -0.172 0.726 0.162
H 8.036576 0.665217 -1.725716 0.081 0.569 -0.125 0.181
C -2.337844 -0.428443 -2.929876 -0.787 0.177 1.037 -0.188
C -1.049334 -0.634733 -3.654096 0.333 -1.412 -0.072 -0.178
C -0.776474 0.705707 -4.334116 -0.171 -1.113 -0.078 -0.186
O -1.795774 1.592857 -3.923526 0.054 0.685 -0.370 -0.114
C -2.541314 1.048527 -2.839546 0.764 0.389 -1.073 -0.215
H -2.331384 -0.677123 -1.868646 -0.243 -1.248 -0.247 0.091
H -3.142984 -0.840113 -3.538466 -0.183 -0.341 0.583 0.126
H -1.215914 -1.482203 -4.319046 0.221 0.246 -0.536 0.108
H -0.251994 -1.011423 -3.013436 0.049 0.522 0.083 0.074
H -0.854604 0.584567 -5.414546 0.288 0.307 -0.068 0.124
H 0.236186 0.970667 -4.030116 -0.006 0.873 -0.116 0.096
H -3.600644 1.248247 -3.000876 0.089 0.684 0.371 0.126
H -2.092624 1.438397 -1.925886 -0.467 0.236 0.327 0.100
C -5.313584 0.975907 1.081514 -0.700 -0.825 -1.117 -0.151
C -5.850514 -0.214013 1.922254 0.768 1.295 0.509 -0.132
C -4.940634 -1.381713 1.515474 -2.157 -0.775 0.118 -0.207
O -4.243734 -0.988543 0.371714 1.104 0.230 0.076 -0.102
C -4.082154 0.408227 0.404734 0.165 1.230 -0.457 -0.240
H -5.127804 1.944067 1.546544 -0.217 -0.200 0.265 0.105
H -6.047864 1.070187 0.281484 -0.089 0.655 0.076 0.111
H -6.907324 -0.317193 1.676074 0.162 -0.424 0.338 0.111
H -5.709664 0.024817 2.976394 -0.384 -0.228 0.160 0.096
H -5.580194 -2.215113 1.224764 0.054 -0.185 -0.195 0.123
H -4.398014 -1.787013 2.369514 0.851 0.462 -0.129 0.089
H -3.977454 0.782867 -0.613486 -0.228 -0.317 -0.212 0.102
H -3.194554 0.834727 0.872034 0.495 -0.850 0.620 0.090

61
Properties=species:S:1:pos:R:3:forces:R:3:nbo_charge:R:1 method="wB97M-V/def2-TZVPD" e_lumo_ha="0.0092 / 0.0092" multiplicity=4 s2=3.753 max_force_ev_per_a=3.003 homo_lumo_gap_ev="7.6 / 7.5" e_above_lowest_kj_mol=0.00
O -6.639039 2.748735 1.017507 -1.642 0.470 -0.221 -0.564
C -7.651319 2.474849 -0.015595 0.335 -0.386 -0.165 -0.063
C -8.647126 3.479162 0.548114 0.559 0.025 0.302 -0.461
H -7.998452 1.435267 0.044042 0.288 0.154 -0.193 0.183
H -7.280185 2.725481 -1.022872 -0.011 -0.282 0.343 0.181
C -7.540708 3.738412 1.604312 -1.036 0.370 0.207 0.276
H -9.554983 3.046091 0.978288 0.102 0.179 -0.286 0.213
H -8.846301 4.338207 -0.098238 -0.166 -0.225 0.148 0.212
C -7.999830 3.375035 3.003365 0.099 0.057 0.099 -0.626
H -8.453446 2.377350 3.041156 0.265 0.130 -0.020 0.215
H -8.772314 4.095589 3.302291 0.166 -0.121 0.020 0.215
H -7.167513 3.447787 3.711615 -0.149 -0.145 -0.015 0.216
C -7.023741 5.157706 1.553415 0.178 0.152 0.088 -0.629
H -6.734025 5.446357 0.532805 0.083 -0.124 0.325 0.215
H -6.188947 5.284052 2.253327 -0.009 0.085 -0.263 0.216
H -7.833778 5.831598 1.872802 0.241 -0.173 -0.084 0.217
Er -0.302236 0.014488 0.030674 0.754 -1.325 -0.985 1.496
C 1.682976 1.228395 -1.030342 -0.435 0.197 -0.681 -0.356
C 1.226886 0.325328 -2.034019 -0.188 0.706 -0.166 -0.293
C -0.069953 0.747997 -2.464628 0.408 0.519 0.357 -0.347
H 1.771046 -0.532625 -2.423442 -0.220 0.290 0.181 0.252
C -0.422046 1.915092 -1.713292 0.838 -0.160 -0.342 -0.358
C 0.662434 2.214458 -0.825912 -0.075 -0.190 -0.592 -0.353
H 0.718773 3.071311 -0.152657 -0.028 -0.347 -0.205 0.236
H 2.656281 1.198304 -0.542251 -0.377 -0.030 -0.090 0.241
H -0.659753 0.296858 -3.264916 0.193 0.067 0.404 0.240
H -1.321077 2.513433 -1.858497 0.226 -0.199 0.130 0.228
C 1.372937 -0.611064 1.825210 -0.225 0.313 0.622 -0.356
C 1.077350 0.775587 2.015015 -0.040 -0.381 0.649 -0.315
C -0.285617 0.886784 2.417538 0.228 -0.467 0.274 -0.374
H 1.778869 1.609033 1.910207 -0.359 -0.442 -0.006 0.237
C -0.838581 -0.435920 2.476103 0.728 0.011 0.371 -0.365
C 0.192617 -1.355454 2.118268 -0.134 0.300 0.511 -0.297
H 0.090739 -2.441624 2.084236 0.077 0.491 -0.076 0.254
H 2.344062 -1.038279 1.557135 -0.508 0.251 -0.005 0.247
H -0.799931 1.804584 2.710166 0.231 -0.310 -0.225 0.233
H -1.848222 -0.699059 2.799371 0.378 0.108 -0.227 0.236
O -2.502417 0.324589 0.044283 -1.244 0.345 -0.061 -0.601
C -2.901312 1.628901 0.611046 0.002 -0.721 -0.184 -0.052
C -4.183429 1.979468 -0.099540 0.345 0.401 -0.445 -0.450
H -2.088214 2.353819 0.442140 -0.260 -0.349 0.050 0.214
H -3.046431 1.486632 1.686520 0.068 -0.048 -0.144 0.194
C -4.770501 0.641342 -0.585615 -0.362 0.086 0.633 -0.438
H -3.970034 2.655792 -0.936950 -0.016 -0.252 -0.044 0.201
H -4.837066 2.516212 0.577581 0.000 -0.169 -0.211 0.282
C -3.573871 -0.264810 -0.789781 0.903 0.509 0.208 -0.051
H -5.386667 0.755464 -1.478698 0.180 -0.040 -0.016 0.227
H -5.415615 0.211914 0.191270 0.084 0.157 -0.070 0.215
H -3.193980 -0.251719 -1.815821 -0.111 -0.110 0.065 0.197
H -3.703631 -1.294128 -0.441007 -0.054 0.232 -0.139 0.208
C 0.647948 -4.947562 -1.600261 -0.107 0.183 0.070 -0.264
C 1.695394 -4.078107 -1.273805 -0.079 0.671 0.176 -0.201
C 1.411729 -2.750208 -0.872362 0.518 -1.989 -0.544 -0.279
C 0.102393 -2.322649 -0.800677 -0.580 2.826 0.836 -0.370
C -0.943946 -3.152627 -1.128209 0.408 -1.851 -0.495 -0.282
C -0.670897 -4.486241 -1.523266 -0.280 0.369 0.045 -0.212
H 0.862060 -5.976035 -1.913847 -0.124 0.425 0.144 0.206
H 2.733086 -4.412487 -1.326431 -0.242 -0.033 -0.027 0.197
H 2.254565 -2.097292 -0.626765 -0.212 -0.115 -0.029 0.189
H -1.980028 -2.808561 -1.082116 0.128 -0.172 -0.022 0.174
H -1.501119 -5.153034 -1.769535 0.258 0.078 0.016 0.196

91
Properties=species:S:1:pos:R:3:forces:R:3:lowdin_charge:R:1 method="wB97M-V/def2-TZVPD" e_lumo_ha="-0.2115 / -0.2881" multiplicity=5 s2=6.075 max_force_ev_per_a=4.296 total_charge=+2 homo_lumo_gap_ev="7.5 / 5.9" e_above_lowest_kj_mol=173.37
Pt -1.149616 -0.380350 0.262373 0.408 -0.369 -0.320 1.226
C -2.892821 2.070965 -3.142819 -0.093 0.089 -0.018 -0.008
C -2.331379 1.018934 -2.402930 -0.018 -0.002 -0.019 -0.111
N -2.409343 0.972183 -1.093184 0.073 -0.331 0.094 -0.010
C -3.015191 1.970918 -0.410093 -0.208 0.197 -0.058 -0.167
C -3.528446 3.104424 -1.065409 0.087 -0.121 0.074 -0.126
C -3.474711 3.115519 -2.477292 0.064 -0.019 -0.031 0.038
C -4.039577 4.169144 -0.284588 -0.014 0.019 0.076 0.021
C -3.976377 4.110470 1.083747 -0.041 0.101 -0.065 -0.029
C -3.509870 2.962982 1.740078 0.057 -0.246 -0.069 -0.003
C -3.107253 1.851454 1.011537 -0.230 0.314 -0.018 -0.217
N -2.740523 0.624354 1.493781 0.446 -0.279 0.039 0.064
C -3.154006 0.013009 2.613642 -0.124 0.134 -0.059 -0.168
C -4.123272 0.470852 3.522004 0.006 0.034 -0.044 0.045
C -4.445857 -0.274250 4.651554 -0.008 -0.069 0.089 -0.021
C -3.868293 -1.502566 4.886509 -0.051 0.063 0.003 0.041
C -2.942376 -2.046576 3.960954 0.108 0.049 -0.091 -0.124
C -2.353286 -3.317357 4.107427 -0.009 0.014 0.036 0.049
C -1.479595 -3.771393 3.155286 0.032 0.036 0.051 0.002
C -1.178589 -2.946193 2.069580 0.001 -0.065 0.044 -0.140
N -1.720802 -1.754062 1.920503 0.251 0.160 -0.159 -0.055
C -2.588529 -1.288204 2.833802 0.027 -0.144 0.231 -0.151
H -2.845510 2.047825 -4.221983 0.045 0.003 0.005 0.124
H -1.798163 0.214507 -2.890901 -0.009 -0.033 0.051 0.104
H -3.881231 3.961378 -3.017588 -0.021 -0.011 -0.006 0.136
H -4.453611 5.037305 -0.780697 0.040 0.017 0.000 0.132
H -4.300376 4.954506 1.677049 -0.013 0.002 -0.013 0.126
H -3.420340 2.963852 2.816862 -0.098 -0.019 0.016 0.123
H -4.649496 1.394495 3.340483 0.005 -0.001 -0.020 0.112
H -5.172160 0.118955 5.349236 -0.022 -0.015 -0.019 0.127
H -4.131949 -2.076321 5.765263 -0.005 0.006 0.005 0.135
H -2.590865 -3.917880 4.976315 -0.018 -0.014 -0.012 0.139
H -1.001103 -4.735856 3.241862 0.016 0.004 0.006 0.127
H -0.468123 -3.260207 1.316343 0.025 0.065 -0.014 0.106
F 2.726614 -0.771115 4.375185 -0.111 0.031 -0.215 -0.333
Te 1.731472 -0.693044 2.806675 -0.112 -0.311 2.727 1.821
F 2.065510 -2.545251 2.715594 0.132 0.539 -0.200 -0.360
F 1.273721 1.064183 3.260379 0.154 -0.309 -0.225 -0.329
F 0.307353 -1.092694 3.977661 -0.162 -0.217 -0.801 -0.351
F 3.356496 -0.039418 2.141632 -2.350 -0.737 3.519 -0.358
O 0.974339 -0.738064 1.175195 -0.754 0.042 -0.271 -0.678
S -2.258804 -2.310264 -1.043902 0.057 0.424 0.004 0.732
C -0.969014 -3.350521 -1.583314 -0.256 -0.036 0.023 -0.737
N -0.107260 -2.980376 -2.509164 0.192 0.042 0.036 0.055
C 0.753046 -3.973868 -3.153699 0.102 -0.096 0.112 -0.130
C 1.263323 -4.936465 -2.091859 -0.063 0.100 0.036 -0.143
C 0.068829 -5.602878 -1.433783 0.140 -0.124 -0.065 -0.136
N -0.955587 -4.596370 -1.127477 0.061 -0.148 -0.002 0.040
H -0.012882 -1.990384 -2.695200 -0.068 -0.046 0.000 0.118
H 1.565305 -3.469749 -3.661012 0.081 0.164 -0.036 0.123
H 0.163274 -4.512209 -3.899864 0.028 0.052 -0.045 0.139
H 1.840952 -4.378480 -1.351856 0.040 -0.011 -0.022 0.124
H 1.912548 -5.690567 -2.532240 -0.020 -0.009 0.000 0.131
H 0.363294 -6.081525 -0.500124 -0.055 0.006 0.015 0.131
H -0.358581 -6.369819 -2.081481 -0.043 0.039 -0.012 0.134
H -1.721043 -4.870230 -0.531155 -0.025 0.122 0.023 0.134
O 0.307040 0.031997 -1.293679 -0.899 -0.237 0.551 -0.584
As 1.734724 0.863057 -0.867615 0.879 0.505 -0.612 1.272
C 3.257673 -0.303560 -0.805894 -0.084 0.204 -0.017 -0.297
C 4.229963 -0.294686 0.182653 1.172 0.511 -1.578 -0.099
C 5.321231 -1.146686 0.067362 -0.074 -0.080 -0.151 -0.034
C 5.456292 -1.964832 -1.042944 -0.016 -0.082 0.058 -0.051
C 4.508512 -1.926581 -2.059408 -0.042 -0.072 -0.083 -0.071
C 3.404147 -1.101605 -1.935850 -0.069 -0.079 -0.018 -0.130
C 1.994899 1.958504 -2.442988 -0.131 -0.249 0.090 -0.280
C 3.146066 1.905664 -3.219201 0.024 0.009 0.138 -0.080
C 3.214102 2.639537 -4.396502 0.003 0.027 -0.006 -0.056
C 2.144344 3.430363 -4.786210 0.011 -0.012 -0.005 -0.058
C 0.998807 3.494984 -4.001482 -0.010 0.008 -0.010 -0.067
C 0.922081 2.756724 -2.833121 -0.005 0.003 0.057 -0.101
C 1.486038 2.124826 0.552116 0.006 -0.096 -0.220 -0.325
C 0.191958 2.493752 0.893615 0.130 0.000 -0.030 -0.125
C -0.011690 3.476876 1.847330 0.003 -0.069 0.043 -0.053
C 1.079766 4.071525 2.464694 -0.004 -0.013 0.039 -0.045
C 2.370967 3.703390 2.115259 0.021 0.036 -0.037 -0.041
C 2.583250 2.742175 1.138350 -0.081 0.040 -0.094 -0.081
H 4.159137 0.359832 1.039950 1.298 0.296 -2.251 0.054
H 6.069396 -1.153215 0.848128 0.054 0.004 -0.021 0.121
H 6.309095 -2.624914 -1.128128 0.033 0.028 -0.027 0.116
H 4.649672 -2.517509 -2.955945 -0.036 -0.027 0.040 0.110
H 2.669838 -1.022453 -2.726314 -0.028 -0.158 -0.175 0.098
H 3.992106 1.309694 -2.901957 -0.003 -0.038 -0.069 0.104
H 4.101884 2.587475 -5.012285 0.023 0.035 0.033 0.116
H 2.204869 4.005344 -5.700505 -0.008 -0.010 -0.007 0.115
H 0.169868 4.119190 -4.309154 0.001 0.015 0.030 0.109
H 0.032737 2.804192 -2.213077 -0.032 0.023 -0.039 0.091
H -0.652741 2.009614 0.412631 0.114 0.251 -0.002 0.044
H -1.018330 3.763856 2.122205 0.048 0.036 -0.010 0.096
H 0.920509 4.815996 3.232922 0.023 0.033 -0.021 0.119
H 3.219947 4.159802 2.605367 -0.012 0.041 -0.006 0.123
H 3.591576 2.479945 0.844766 0.008 0.025 0.022 0.115